C9H12InN5S2Se4 | wB97M-V/def2-TZVPD

Structure (XYZ):
```
33
Properties=species:S:1:pos:R:3:forces:R:3
In -0.478945 -0.242885 0.794635 0.1 0.0 -0.5
Se 2.109349 -0.290902 0.968269 -0.3 0.0 0.1
Se 2.580076 -1.224295 -1.117640 0.0 0.0 -0.1
Se 0.983737 -0.186158 -2.446027 0.1 0.1 -0.1
Se -0.927738 -1.221354 -1.614824 -0.2 -0.1 0.2
C -0.958519 -0.318394 7.132551 0.0 0.0 -0.1
C -0.753781 0.012105 5.681535 -0.1 -0.1 0.0
C 0.260102 0.887597 5.281933 0.0 0.0 0.2
C 0.381370 1.136791 3.940855 -0.1 0.1 -0.3
N -0.433547 0.561916 3.050112 0.0 -0.2 0.2
C -1.364432 -0.303717 3.508384 0.0 0.1 0.1
S -2.295019 -1.109029 2.255905 0.3 0.1 0.2
N -1.565422 -0.577927 4.801581 0.1 0.2 -0.1
H -1.162414 0.587013 7.709325 0.0 0.0 0.0
H -0.054906 -0.772593 7.546890 0.0 0.0 0.0
H -1.789316 -1.010941 7.239881 0.0 0.0 0.0
H 0.919984 1.353581 6.000577 0.0 0.0 0.0
H 1.127645 1.816231 3.540922 0.0 -0.1 0.0
C 2.635699 3.675278 -2.259928 -0.1 -0.1 0.1
C 1.838009 4.119959 -1.026834 -0.1 0.0 -0.1
C 0.548723 3.375679 -0.867165 -0.1 -0.1 0.0
N 0.286671 2.580663 0.101811 -0.4 -0.2 -0.1
N -0.934088 1.916631 -0.043347 0.7 0.2 0.2
C -1.585189 2.282912 -1.118288 -0.1 -0.2 0.1
N -2.810349 1.812046 -1.444506 0.2 0.3 0.1
S -0.740713 3.456023 -2.048809 0.1 0.1 -0.2
H 3.544945 4.271175 -2.359812 -0.1 0.0 0.0
H 2.055908 3.792699 -3.178760 0.0 0.0 0.0
H 2.917991 2.623754 -2.172010 0.0 0.1 0.0
H 1.633482 5.190684 -1.072143 0.0 0.0 0.0
H 2.406441 3.928112 -0.119257 0.0 0.0 0.1
H -3.086664 0.963490 -0.980544 0.0 -0.2 0.0
H -3.116576 1.900705 -2.395584 0.0 0.0 -0.1
```
Positions in Å, forces in eV/Å.

Calculated values
Energy relative to the best compared isomer or geometry (same formula, charge and spin)   7.82 kcal per mole
Calculated total energy   -305211.1182 eV